P.
Molecular formula: C3H10NO2
Method: DFT, ωB97M-V/def2-TZVPD

Atoms and positions in Å:
N  -1.39446  0.50864  -0.33020
H  -0.61161  -2.16917  -0.58817
H  -2.11423  -0.07401  0.08698
C  0.13978  -1.47126  -0.96430
H  0.41110  1.36490  0.25070
C  -0.53328  1.12011  0.76534
H  0.66701  -1.79380  -1.86175
H  2.47875  0.44441  1.07781
H  0.72595  -1.12846  -0.11292
H  0.20287  0.54098  -1.57750
C  -0.61850  -0.16340  -1.35109
O  2.19703  0.35336  1.96571
O  -0.29114  0.32789  1.83215
H  1.08371  0.33353  1.97132
H  -1.26556  -0.23803  -2.24193
H  -1.07742  2.04431  1.07784

As for the charge: -1.



Q.
Molecular formula: C3H10NO2
Method: DFT, ωB97M-V/def2-TZVPD

Atoms and positions in Å:
C  -0.37578  -0.82753  -1.02062
H  2.08205  0.31816  0.92930
H  -0.38936  -0.75022  -2.15730
H  -0.87119  -1.77184  -0.74388
O  2.78714  -0.25888  1.22725
H  2.68371  -0.94501  0.55575
C  -1.83260  -0.05004  0.94776
C  -1.33489  0.30830  -0.43683
N  -0.43115  1.56469  -0.26822
H  -2.84039  -0.52871  0.87707
H  -2.12207  0.64509  -1.10771
H  0.36618  1.15182  0.16911
H  -1.03804  -0.57661  1.51083
O  0.92224  -0.79479  -0.62464
H  -2.03113  0.78473  1.60221
H  -0.21305  1.64524  -1.25646

As for the charge: -1.



Most stable structure - P; separation to the second - 0.303 eV.



P.
Molecular formula: S2
Method: DFT, ωB97M-V/def2-TZVPD

Atoms and positions in Å:
S  0.00000  0.00000  -1.66764
S  0.00000  0.00000  1.66764

As for the charge: 0.



Q.
Molecular formula: S2
Method: DFT, ωB97M-V/def2-TZVPD

Atoms and positions in Å:
S  0.00000  0.00000  -1.49817
S  0.00000  0.00000  1.49817

As for the charge: 0.



Most stable structure - Q; separation to the second - 1.314 eV.